Here is an isolated molecule of CH3OP from the OMol25 dataset. Energies are from ωB97M-V/def2-TZVPD.

```
6
Properties=species:S:1:pos:R:3:forces:R:3:nbo_charge:R:1
P -0.819 0.238 1.053 2.5 1.6 1.0 1.27
O 0.248 1.094 1.746 -2.1 -1.4 -0.9 -0.96
C 0.016 -0.239 -0.515 -0.6 0.1 0.0 -1.07
H -0.772 -0.627 -1.217 1.0 0.6 0.2 0.24
H 0.671 0.617 -0.825 -0.8 -0.8 -0.1 0.27
H 0.657 -1.083 -0.243 0.1 0.0 -0.1 0.25
```
Positions in Å, forces in eV/Å.

HOMO level (eV): -9.511
Gap between HOMO and LUMO (eV): 8.777
Energy relative to the best compared isomer or geometry (same formula, charge and spin) (kcal per mole): 0.0
Structure (SMILES): CP=O



Here is a cluster of 2 separate species, CH3OS in total from the OMol25 dataset. Energies are from ωB97M-V/def2-TZVPD.

```
6
Properties=species:S:1:pos:R:3:forces:R:3:lowdin_spin:R:1
S 1.388 -0.188 -1.960 0.0 0.6 -0.1 0.95
O -1.199 -0.314 2.020 1.5 -0.7 0.2 0.00
C -0.613 -0.249 0.963 -2.2 0.3 0.2 0.00
H 1.329 1.174 -1.874 0.0 -0.6 0.0 0.05
H 0.311 -0.747 0.601 -0.1 0.1 0.7 0.00
H -1.216 0.324 0.249 0.7 0.2 -1.0 0.00
```
Positions in Å, forces in eV/Å.

HOMO level (spin up / spin down) (eV): -9.968 / -9.905
Multiplicity: 2
Gap between HOMO and LUMO (spin up / spin down) (eV): 10.642 / 6.983
Energy relative to the best compared isomer or geometry (same formula, charge and spin) (kcal per mole): 4.7



Molecular weight values, unit Da, following the record order: 62.01 63.10.